A.
{
  "formula": "C5H4O3",
  "method": "ωB97M-V with the def2-TZVPD basis set",
  "smiles": "CC1=CC(=O)OC1=O",
  "homo_lumo_gap_ev": 10.19,
  "species": ["C", "C", "C", "C", "O", "O", "C", "O", "H", "H", "H", "H"],
  "xyz": [[-1.747, -0.115, 0.254], [-0.275, -0.021, 0.047], [0.726, 0.029, 0.919], [2.009, 0.102, 0.172], [3.119, 0.202, 0.572], [1.706, 0.147, -1.182], [0.340, 0.022, -1.324], [-0.197, 0.065, -2.382], [-2.283, 0.195, -0.643], [-2.029, -1.149, 0.471], [-2.058, 0.504, 1.097], [0.690, 0.019, 1.999]],
  "nbo_charge": [-0.659, -0.037, -0.281, 0.753, -0.498, -0.494, 0.750, -0.502, 0.248, 0.243, 0.235, 0.241]
}

***

B.
{
  "formula": "C5H4O3",
  "method": "ωB97M-V with the def2-TZVPD basis set",
  "smiles": "O=COc1ccco1",
  "homo_lumo_gap_ev": 9.80,
  "species": ["O", "C", "O", "C", "C", "C", "C", "O", "H", "H", "H", "H"],
  "xyz": [[-2.268, 0.996, 0.713], [-2.390, 0.055, -0.069], [-1.443, -0.632, -0.668], [-0.166, -0.321, -0.478], [0.689, -0.971, 0.278], [1.863, -0.164, 0.411], [1.464, 0.997, -0.289], [0.252, 0.906, -0.756], [-3.343, -0.658, -0.412], [0.509, -1.938, 0.557], [2.778, -0.372, 0.843], [2.056, 2.103, -0.131]],
  "nbo_charge": [-0.556, 0.657, -0.482, 0.500, -0.321, -0.314, 0.109, -0.391, 0.127, 0.224, 0.229, 0.218]
}

***

Here are the energies relative to the best structure, in kJ/mol: A 0.0; B 276.5.

***

A.
{
  "formula": "CH2ClNO",
  "method": "ωB97M-V with the def2-TZVPD basis set",
  "smiles": "ClN1CO1",
  "homo_lumo_gap_ev": 10.83,
  "species": ["Cl", "N", "C", "O", "H", "H"],
  "xyz": [[-0.082, 1.061, -1.816], [0.134, -0.367, -0.809], [-0.217, -0.179, 0.550], [1.203, -0.244, 0.070], [-0.509, 0.794, 0.920], [-0.529, -1.065, 1.086]],
  "nbo_charge": [0.045, -0.119, 0.019, -0.337, 0.197, 0.195]
}

***

B.
{
  "formula": "CH2ClNO",
  "method": "ωB97M-V with the def2-TZVPD basis set",
  "homo_lumo_gap_ev": [9.53, 6.62],
  "species": ["C", "N", "O", "Cl", "H", "H"],
  "xyz": [[-0.971, -0.545, 0.205], [1.201, 0.990, 0.007], [-1.967, 0.068, 0.038], [2.183, -0.324, 0.012], [-0.184, -1.337, 0.040], [0.818, 1.166, 1.004]],
  "nbo_charge": [0.410, -0.662, -0.419, 0.140, 0.202, 0.329]
}

***

Here are the energies relative to the best structure, in kJ/mol: A 0.0; B 140.9.

***

A.
{
  "formula": "C2H2N2O2",
  "method": "ωB97M-V with the def2-TZVPD basis set",
  "homo_lumo_gap_ev": 10.43,
  "species": ["O", "C", "N", "O", "C", "N", "H", "H"],
  "xyz": [[1.793, 0.128, 0.448], [0.683, -0.129, -0.205], [0.091, -1.292, -0.206], [-1.165, -0.681, 0.244], [-1.195, 0.576, -0.257], [-0.046, 1.000, -0.637], [2.093, -0.688, 0.877], [-2.175, 1.055, -0.266]],
  "nbo_charge": [-0.614, 0.651, -0.282, -0.345, 0.376, -0.502, 0.507, 0.209]
}

***

B.
{
  "formula": "C2H2N2O2",
  "method": "ωB97M-V with the def2-TZVPD basis set",
  "smiles": "Oc1conn1",
  "homo_lumo_gap_ev": 9.85,
  "species": ["O", "C", "C", "O", "N", "N", "H", "H"],
  "xyz": [[1.781, -0.422, -0.066], [0.421, -0.256, -0.102], [-0.527, 0.759, -0.039], [-1.713, 0.218, -0.025], [-1.492, -1.217, -0.029], [-0.254, -1.435, -0.010], [2.171, 0.483, 0.352], [-0.387, 1.868, -0.080]],
  "nbo_charge": [-0.642, 0.291, 0.035, -0.295, 0.101, -0.201, 0.488, 0.223]
}

***

Here are the energies relative to the best structure, in kJ/mol: A 31.5; B 0.0.

***

A.
{
  "formula": "C2H2N2O2",
  "method": "ωB97M-V with the def2-TZVPD basis set",
  "smiles": "O=c1[nH]cno1",
  "homo_lumo_gap_ev": 10.69,
  "species": ["O", "C", "N", "C", "N", "O", "H", "H"],
  "xyz": [[2.210, -0.385, -0.113], [1.105, -0.409, -0.028], [0.229, 0.647, 0.200], [-1.112, 0.272, -0.133], [-1.214, -1.105, -0.039], [0.188, -1.408, 0.144], [0.529, 1.496, 0.182], [-1.934, 0.891, -0.213]],
  "nbo_charge": [-0.524, 0.874, -0.615, 0.162, -0.095, -0.400, 0.387, 0.210]
}

***

B.
{
  "formula": "C2H2N2O2",
  "method": "ωB97M-V with the def2-TZVPD basis set",
  "homo_lumo_gap_ev": 10.58,
  "species": ["C", "C", "H", "H", "N", "N", "O", "O"],
  "xyz": [[-0.570, 0.017, -0.163], [1.189, 0.550, -0.038], [-2.272, -0.967, 0.395], [2.255, 1.021, 0.112], [-0.069, 1.180, -0.027], [1.363, -0.720, -0.150], [-1.937, 0.028, -0.125], [0.042, -1.110, -0.004]],
  "nbo_charge": [0.741, 0.136, 0.493, 0.210, -0.457, -0.171, -0.641, -0.310]
}

***

Here are the energies relative to the best structure, in kJ/mol: A 0.0; B 87.0.

***

A.
{
  "formula": "C3H8OS",
  "method": "ωB97M-V with the def2-TZVPD basis set",
  "smiles": "CC=O.CS",
  "homo_lumo_gap_ev": 9.76,
  "species": ["C", "C", "O", "H", "H", "H", "H", "C", "S", "H", "H", "H", "H"],
  "xyz": [[0.686, 0.521, -3.100], [-0.097, 0.239, -1.844], [-0.632, -0.814, -1.631], [1.251, 1.450, -3.064], [0.017, 0.563, -3.957], [1.368, -0.315, -3.274], [-0.144, 1.060, -1.102], [-0.128, -0.111, 3.237], [-0.613, -1.766, 2.721], [0.434, 0.371, 2.448], [-0.997, 0.464, 3.534], [0.468, -0.253, 4.136], [-1.611, -1.408, 1.897]],
  "nbo_charge": [-0.731, 0.442, -0.513, 0.218, 0.243, 0.242, 0.098, -0.733, -0.044, 0.211, 0.218, 0.224, 0.123]
}

***

B.
{
  "formula": "C3H8OS",
  "method": "ωB97M-V with the def2-TZVPD basis set",
  "homo_lumo_gap_ev": 9.44,
  "species": ["C", "C", "C", "O", "S", "H", "H", "H", "H", "H", "H", "H", "H"],
  "xyz": [[1.379, 2.299, -1.174], [-4.389, -1.187, 0.862], [-4.885, -1.137, 2.079], [2.237, 0.102, -0.197], [1.562, 0.677, -1.324], [1.632, 2.930, -0.284], [1.359, 2.835, -2.085], [-0.897, -0.390, 1.876], [-4.808, -1.813, 0.219], [-3.305, -0.790, 0.752], [-5.793, -1.597, 2.345], [-4.389, -0.591, 2.890], [-0.377, -0.973, 1.949]],
  "nbo_charge": [-0.771, -0.384, -0.366, -0.898, 1.206, 0.241, 0.223, -0.015, 0.184, 0.196, 0.184, 0.187, 0.015]
}

***

C.
{
  "formula": "C3H8OS",
  "method": "ωB97M-V with the def2-TZVPD basis set",
  "smiles": "COCSC",
  "homo_lumo_gap_ev": 9.64,
  "species": ["C", "O", "C", "S", "C", "H", "H", "H", "H", "H", "H", "H", "H"],
  "xyz": [[-2.584, 0.213, 0.016], [-1.220, 0.286, -0.440], [-0.448, -0.413, 0.447], [1.264, -0.635, -0.182], [1.906, 0.967, 0.126], [-2.728, 0.621, 1.018], [-3.103, 0.892, -0.728], [-2.973, -0.819, 0.016], [-0.774, -1.451, 0.617], [-0.411, 0.049, 1.478], [1.441, 1.524, 0.902], [2.959, 0.849, 0.474], [1.870, 1.606, -0.879]],
  "nbo_charge": [-0.267, -0.538, -0.192, 0.207, -0.784, 0.172, 0.204, 0.177, 0.179, 0.170, 0.223, 0.229, 0.220]
}

***

Here are the energies relative to the best structure, in kJ/mol: A 0.0; B 322.3; C 43.3.

***

A.
{
  "formula": "C3H8OS",
  "method": "ωB97M-V with the def2-TZVPD basis set",
  "smiles": "C/C=C/O.S",
  "homo_lumo_gap_ev": 9.16,
  "species": ["C", "C", "C", "O", "H", "H", "H", "H", "H", "H", "S", "H", "H"],
  "xyz": [[-1.826, 0.900, -0.602], [-0.828, -0.083, -1.109], [-0.045, -0.818, -0.229], [0.823, -1.834, -0.593], [-2.872, 0.582, -0.842], [-1.784, 1.035, 0.475], [-1.745, 1.926, -1.018], [-0.748, -0.356, -2.176], [-0.209, -0.598, 0.846], [1.509, -1.672, 0.062], [2.907, -0.233, 1.745], [2.738, 0.764, 0.825], [2.081, 0.387, 2.615]],
  "nbo_charge": [-0.638, -0.278, 0.110, -0.688, 0.213, 0.208, 0.212, 0.209, 0.155, 0.484, -0.304, 0.163, 0.153]
}

***

B.
{
  "formula": "C3H8OS",
  "method": "ωB97M-V with the def2-TZVPD basis set",
  "smiles": "CC=[S@H](C)=O",
  "homo_lumo_gap_ev": 8.72,
  "species": ["C", "C", "S", "C", "O", "H", "H", "H", "H", "H", "H", "H", "H"],
  "xyz": [[-0.260, 1.168, -1.838], [-0.602, 0.290, -0.717], [0.647, -0.179, 0.408], [-0.239, -0.988, 1.759], [1.546, 0.995, 1.115], [0.091, 0.498, -2.667], [-1.161, 1.837, -2.323], [0.604, 1.877, -1.648], [-1.102, -0.648, -1.038], [1.563, -1.231, 0.628], [0.158, -0.659, 2.713], [-1.330, -0.936, 1.926], [0.084, -2.022, 1.683]],
  "nbo_charge": [-0.670, -0.615, 1.383, -0.825, -0.897, 0.198, 0.238, 0.241, 0.209, -0.004, 0.268, 0.253, 0.221]
}

***

C.
{
  "formula": "C3H8OS",
  "method": "ωB97M-V with the def2-TZVPD basis set",
  "smiles": "C=CO.CS",
  "homo_lumo_gap_ev": 10.21,
  "species": ["C", "C", "O", "H", "H", "H", "H", "C", "S", "H", "H", "H", "H"],
  "xyz": [[1.577, 1.202, -1.249], [0.735, 0.435, -1.910], [0.365, -0.818, -1.430], [1.889, 2.156, -1.662], [1.928, 0.806, -0.302], [0.279, 0.663, -2.863], [-0.394, -0.700, -0.845], [-1.115, -0.147, 1.778], [-1.609, -1.795, 1.313], [-2.040, 0.341, 2.072], [-0.695, 0.449, 0.968], [-0.442, -0.102, 2.623], [-0.480, -2.490, 1.505]],
  "nbo_charge": [-0.477, 0.129, -0.730, 0.212, 0.207, 0.167, 0.485, -0.751, -0.038, 0.230, 0.206, 0.229, 0.130]
}

***

Here are the energies relative to the best structure, in kJ/mol: A 0.0; B 400.9; C 13.2.